# 1
{"formula": "C4H11NO2", "method": "the ωB97M-V functional and the def2-TZVPD basis", "homo_lumo_gap_ev": 10.705, "charge": 0, "multiplicity": 1, "e_homo_ev": -10.025, "species": ["C", "C", "C", "N", "C", "O", "H", "H", "H", "H", "H", "H", "H", "H", "H", "O", "H", "H"], "coordinates": [[1.2538, -1.1126, -0.3676], [0.9930, -0.2732, 0.8909], [0.5662, -1.1715, 2.0536], [-0.1169, 0.6625, 0.6676], [-0.2963, 1.4126, -0.4385], [0.6013, 1.7676, -1.1724], [0.7368, -2.0636, -0.3078], [2.3216, -1.3225, -0.4678], [0.9828, -0.5667, -1.2601], [1.9072, 0.2467, 1.1735], [0.0760, -0.6122, 2.8521], [-0.1048, -1.9265, 1.6581], [1.4521, -1.6555, 2.4708], [-0.9093, 0.4964, 1.2697], [-1.3483, 1.5855, -0.7185], [-2.8289, 1.7635, -3.0306], [-2.2713, 1.9471, -2.2707], [-3.0149, 0.8222, -3.0022]], "atomic_forces_ev_per_a": [[0.693, 0.168, 0.233], [-0.112, -0.109, 0.004], [0.521, 0.159, -0.152], [-0.400, -0.323, 0.496], [0.553, -0.228, -0.570], [-0.085, 0.026, -0.014], [-0.231, -0.099, -0.150], [-0.062, -0.083, 0.090], [-0.125, -0.011, -0.192], [-0.097, 0.340, -0.087], [0.067, 0.007, 0.018], [-0.222, -0.191, 0.213], [-0.184, -0.112, 0.001], [-0.143, 0.098, -0.321], [-0.118, 0.317, 0.613], [-0.163, 0.120, -0.102], [0.062, -0.008, -0.124], [0.046, -0.072, 0.045]]}

# 2
{"formula": "C2H4ClIN2", "method": "the ωB97M-V functional and the def2-TZVPD basis", "homo_lumo_gap_ev": 9.360, "charge": 0, "multiplicity": 1, "e_homo_ev": -9.062, "species": ["Cl", "C", "N", "N", "C", "I", "H", "H", "H", "H"], "coordinates": [[-1.3374, 1.9645, -0.2329], [-0.2716, 0.7034, 0.4657], [-0.9783, -0.5537, 0.6103], [-0.0863, -1.1906, -0.3472], [0.6051, 0.0388, -0.5777], [2.7228, -0.1049, -0.0502], [0.1909, 1.1451, 1.3466], [-0.9026, -0.9835, 1.5321], [-0.5789, -1.6280, -1.1190], [0.6363, 0.6088, -1.6278]], "atomic_forces_ev_per_a": [[0.049, 0.176, 0.008], [-0.251, 0.308, 0.227], [-0.375, -0.294, 0.188], [-0.091, -0.504, 0.073], [1.015, 1.653, -2.375], [-0.197, 0.095, -0.004], [-0.038, -0.158, -0.093], [0.234, 0.089, -0.251], [-0.038, 0.328, -0.028], [-0.310, -1.693, 2.256]]}

# 3
{"formula": "CH2ClPS", "method": "the ωB97M-V functional and the def2-TZVPD basis", "homo_lumo_gap_ev": 6.518, "charge": 0, "multiplicity": 1, "e_homo_ev": -8.277, "species": ["C", "P", "S", "Cl", "H", "H"], "coordinates": [[-0.6706, 0.0099, -0.1647], [1.5563, 0.0630, 1.0683], [2.5071, -0.9835, -0.1887], [-1.4982, 1.4881, 0.3438], [-1.3978, -0.7389, 0.1159], [-0.4968, 0.1614, -1.1745]], "atomic_forces_ev_per_a": [[0.841, 0.952, 3.427], [-2.602, -0.578, -2.001], [0.417, 0.085, 0.298], [-0.123, 0.660, 0.250], [0.624, -0.759, -0.114], [0.843, -0.360, -1.860]]}

# 4
{"formula": "C36H90Cl2FFeO24P6", "method": "the ωB97M-V functional and the def2-TZVPD basis", "homo_lumo_gap_ev": [9.678, 8.283], "charge": 0, "multiplicity": 6, "e_homo_ev": [-9.192, -9.032], "s2": 8.7573, "species": ["Fe", "F", "Cl", "Cl", "C", "C", "O", "P", "O", "O", "C", "C", "O", "C", "C", "H", "H", "H", "H", "H", "H", "H", "H", "H", "H", "H", "H", "H", "H", "H", "C", "C", "O", "P", "O", "O", "C", "C", "O", "C", "C", "H", "H", "H", "H", "H", "H", "H", "H", "H", "H", "H", "H", "H", "H", "H", "C", "C", "O", "P", "O", "O", "C", "C", "O", "C", "C", "H", "H", "H", "H", "H", "H", "H", "H", "H", "H", "H", "H", "H", "H", "H", "C", "C", "O", "P", "O", "O", "C", "C", "O", "C", "C", "H", "H", "H", "H", "H", "H", "H", "H", "H", "H", "H", "H", "H", "H", "H", "C", "C", "O", "P", "O", "O", "C", "C", "O", "C", "C", "H", "H", "H", "H", "H", "H", "H", "H", "H", "H", "H", "H", "H", "H", "H", "C", "C", "O", "P", "O", "O", "C", "C", "O", "C", "C", "H", "H", "H", "H", "H", "H", "H", "H", "H", "H", "H", "H", "H", "H", "H"], "coordinates": [[27.5341, 1.9745, -5.3796], [27.9493, 2.7628, -7.1142], [28.0336, 3.7945, -3.7894], [25.1836, 2.0076, -5.3987], [23.1200, 0.4854, -10.7969], [23.5220, 1.4913, -11.9343], [23.2099, 0.8130, -13.1404], [22.8174, 1.7542, -14.4322], [23.6194, 3.0538, -14.3954], [23.0062, 0.7567, -15.7712], [23.9266, -0.3347, -15.8128], [25.4213, -0.0742, -15.6995], [21.2060, 2.0314, -14.4266], [20.3387, 1.1944, -13.8593], [19.5974, 0.1806, -14.8406], [23.4122, 0.9924, -9.8773], [22.1221, 0.0634, -10.9156], [23.6505, -0.4633, -10.7158], [23.0233, 2.4604, -11.9178], [24.5833, 1.7275, -11.8578], [23.4934, -1.0876, -15.1544], [23.7008, -0.6371, -16.8354], [25.6121, -0.0980, -14.6266], [26.0883, -0.7856, -16.1865], [25.6454, 0.9349, -16.0454], [20.8594, 0.5825, -13.1228], [19.5594, 1.7166, -13.3042], [18.9790, -0.5772, -14.3596], [18.9778, 0.6979, -15.5731], [20.4784, -0.2394, -15.3261], [32.4123, 4.8307, -6.3613], [31.3990, 3.7247, -6.0939], [31.9593, 2.5788, -5.6168], [31.0072, 1.2535, -5.3586], [29.5192, 1.3409, -5.3728], [31.5810, 0.0734, -6.3353], [32.8800, -0.4125, -6.2141], [34.0208, 0.6728, -6.1878], [31.5026, 0.5826, -3.9463], [30.9030, 0.8895, -2.6934], [31.8433, 0.8353, -1.4666], [32.9652, 4.5218, -7.2484], [31.7564, 5.6924, -6.4857], [32.9854, 5.1039, -5.4753], [30.5764, 4.0282, -5.4464], [31.0509, 3.4182, -7.0804], [33.0140, -1.1237, -5.3990], [32.9993, -0.9864, -7.1331], [35.0147, 0.3342, -6.4804], [33.9795, 1.4850, -6.9135], [34.2424, 1.1464, -5.2314], [30.2818, 1.7849, -2.7149], [30.0978, 0.1716, -2.5373], [32.1620, -0.0781, -0.9645], [32.8126, 1.1408, -1.8605], [31.5892, 1.5728, -0.7053], [23.8216, 4.8503, -6.6529], [23.0674, 6.0987, -6.9296], [21.8060, 5.8276, -7.4245], [20.4546, 5.5679, -6.5275], [20.7159, 5.4017, -5.0645], [19.7014, 4.2965, -7.2094], [18.3602, 3.9024, -6.9345], [17.3143, 5.0249, -7.3877], [19.5442, 6.8552, -6.8461], [19.7968, 8.1151, -6.1981], [18.8723, 8.3157, -4.9635], [23.7946, 4.1672, -7.5019], [24.8794, 4.9233, -6.4000], [23.2292, 4.3319, -5.8989], [22.8747, 6.5607, -5.9614], [23.7491, 6.7902, -7.4248], [18.1451, 3.0080, -7.5193], [18.1416, 3.8216, -5.8697], [17.3263, 5.8501, -6.6756], [17.5211, 5.3613, -8.4036], [16.3934, 4.4509, -7.2854], [20.8688, 8.2388, -6.0444], [19.6902, 8.9240, -6.9209], [18.8375, 9.3020, -4.5008], [17.8190, 8.2284, -5.2301], [19.1256, 7.6831, -4.1128], [23.3487, 4.3555, -0.8255], [22.2364, 3.6931, -1.7413], [22.1040, 2.3966, -1.3192], [20.8507, 1.4124, -1.8636], [20.7944, 0.1689, -1.0375], [19.5641, 2.3681, -1.7463], [18.2867, 2.1098, -2.3251], [17.4411, 3.3956, -2.7048], [21.0632, 1.1487, -3.3785], [20.9055, 2.1041, -4.4232], [20.7292, 1.4467, -5.7839], [23.7449, 5.2491, -1.3078], [23.0278, 4.6258, 0.1805], [24.1970, 3.6795, -0.9328], [21.3529, 4.2093, -1.3659], [22.2513, 3.9433, -2.8021], [18.4042, 1.4309, -3.1697], [17.8649, 1.6077, -1.4544], [16.3542, 3.3139, -2.7086], [17.8306, 4.2818, -2.2037], [17.7948, 3.6555, -3.7026], [20.0510, 2.7727, -4.3181], [21.8057, 2.7177, -4.4564], [19.6884, 1.1689, -5.9500], [21.0689, 2.1094, -6.5798], [21.2522, 0.4911, -5.8219], [29.9633, -0.8296, -10.0037], [29.0132, -0.2143, -8.9645], [28.3220, -1.3239, -8.3687], [27.6610, -1.3193, -6.9354], [27.5088, -0.0662, -6.1235], [26.2964, -2.2550, -7.1828], [25.4006, -1.8837, -8.2390], [24.0707, -1.8016, -7.6255], [28.5741, -2.4997, -6.2521], [29.7700, -2.2316, -5.4734], [29.8986, -3.3925, -4.6335], [30.6783, -1.3886, -9.4000], [29.5152, -1.6732, -10.5288], [30.2399, -0.2639, -10.8933], [29.7020, 0.1922, -8.2240], [28.3159, 0.5176, -9.3723], [25.6407, -1.0233, -8.8636], [25.3686, -2.6992, -8.9616], [23.9582, -2.7269, -7.0605], [24.0725, -0.9776, -6.9119], [23.1775, -1.5122, -8.1792], [30.6838, -2.2436, -6.0675], [29.8324, -1.2485, -5.0069], [29.0021, -3.5381, -4.0309], [29.9355, -4.3356, -5.1788], [30.7014, -3.3995, -3.8962], [26.7970, 2.8342, 0.0398], [26.1544, 1.8643, -0.8516], [26.9623, 0.6982, -1.1465], [26.9452, -0.0282, -2.5532], [27.2960, 0.7531, -3.7674], [28.1216, -1.1699, -2.2276], [28.5811, -1.5353, -0.9426], [29.7199, -2.4427, -0.9141], [25.6614, -0.9766, -2.6018], [24.3863, -0.5202, -2.4897], [23.2389, -1.4123, -2.8586], [26.8828, 2.6167, 1.1045], [27.7167, 3.0320, -0.5107], [26.2576, 3.7800, -0.0122], [25.2120, 1.6534, -0.3461], [25.8718, 2.2803, -1.8186], [28.8824, -0.7110, -0.2960], [27.7851, -1.9905, -0.3532], [29.5500, -3.2361, -1.6420], [30.5870, -1.9027, -1.2944], [29.9390, -2.8161, 0.0862], [24.4328, -0.3721, -1.4108], [24.2963, 0.4566, -2.9648], [22.4506, -0.7403, -3.1979], [23.4336, -1.9915, -3.7612], [22.9187, -2.0354, -2.0236]], "atomic_forces_ev_per_a": [[-0.430, 1.400, -1.191], [-0.468, -0.809, 1.716], [-0.109, -0.833, -0.750], [0.544, 0.089, -0.135], [0.726, 0.723, -0.389], [-0.105, -1.322, 1.424], [-0.778, 0.415, -2.824], [2.011, 1.619, -0.648], [-2.163, -3.209, -0.457], [-0.420, 2.673, 3.031], [-0.610, -0.983, -1.830], [-0.586, 0.737, 1.419], [3.666, 1.812, -1.654], [-3.661, -3.659, 1.704], [1.588, 1.334, 0.213], [-0.951, -0.028, 0.420], [-0.491, 1.015, 0.418], [0.951, 0.190, -0.806], [-0.339, -0.189, 0.430], [0.121, -0.207, -0.283], [0.642, -0.201, 0.192], [0.249, -0.594, -0.031], [0.580, 0.133, 0.043], [-0.479, -0.136, -0.126], [0.023, -0.047, -0.136], [-0.146, -0.216, 0.187], [0.184, 0.565, -0.027], [0.331, 0.111, 0.304], [0.155, 0.110, -0.010], [-0.481, -0.646, -0.524], [-1.098, -0.398, 0.854], [-1.327, 1.908, -1.790], [-0.110, -4.896, 2.359], [1.325, -1.214, 1.547], [2.337, 0.483, -0.422], [-2.060, 2.580, 0.948], [2.869, 0.301, -1.006], [0.580, 0.068, -0.091], [0.448, 1.090, -1.608], [-1.801, -0.854, 1.761], [1.355, 0.972, -1.164], [0.377, 0.663, 0.234], [0.294, 0.209, -0.770], [0.465, -0.411, -0.173], [-0.093, 0.240, -0.162], [-0.883, 0.699, -0.141], [-0.332, 0.270, 0.322], [0.184, -0.073, -0.009], [-0.112, -1.220, 0.096], [-1.073, 0.011, -0.043], [-0.668, -0.106, 0.221], [0.701, 0.672, -0.190], [0.112, -0.495, -0.199], [-1.032, -0.555, -0.320], [0.234, 0.533, 0.029], [-0.281, -0.075, -0.124], [-0.377, -1.601, -0.210], [1.708, 0.634, 2.881], [-3.509, -0.798, -1.295], [1.096, 0.161, 0.986], [-0.206, 0.039, -1.578], [1.586, 1.541, 0.088], [-1.644, 2.542, -0.617], [1.075, -1.741, 0.711], [0.010, -0.783, -0.300], [0.103, 0.830, 0.589], [0.213, 0.149, -0.049], [0.007, 0.112, -0.353], [-0.238, 0.356, 0.363], [0.534, -0.253, 0.401], [0.413, 0.319, 0.278], [-1.037, 0.277, -1.197], [0.396, -0.070, 0.338], [0.564, -0.661, 0.082], [-0.056, -0.063, -0.249], [-0.232, -0.038, 0.094], [-0.441, 0.493, -0.364], [0.095, -0.492, 0.905], [-0.895, -0.280, -0.339], [0.809, 0.462, -0.505], [0.045, -0.676, -0.259], [-0.052, -0.495, -0.387], [0.222, -0.508, -2.460], [-0.486, 3.782, 2.352], [-1.883, -3.780, -1.112], [0.608, 0.048, 3.316], [0.190, 1.803, -1.477], [1.847, 1.100, -0.554], [-1.287, -0.019, 1.258], [2.500, -0.366, -0.694], [-0.318, -0.479, -0.760], [0.468, 0.893, -1.383], [-0.134, -0.877, 0.388], [-0.342, 0.307, -0.040], [0.031, -0.593, -0.099], [0.038, -0.098, 0.883], [-0.505, 0.250, -0.435], [0.726, -0.588, -0.090], [-0.237, -0.010, -0.009], [-1.014, -0.400, -0.623], [0.284, -0.273, 0.312], [-0.440, -0.212, 0.836], [-0.464, -0.118, -0.477], [0.061, 0.036, 0.770], [-0.039, 0.005, 0.093], [-0.171, 0.208, -0.081], [-0.030, -0.074, 0.097], [0.427, 0.152, -0.090], [-1.185, -1.459, -0.124], [1.170, -0.052, -0.798], [-0.721, 0.826, -0.047], [-0.503, -2.544, 1.234], [0.087, -1.930, -2.123], [2.673, 2.169, 0.258], [-0.267, -0.664, -1.594], [-1.198, 0.972, 1.766], [-0.960, 2.047, -0.173], [0.675, 0.751, -1.386], [-0.750, -2.339, 2.690], [0.969, 0.645, -0.491], [-0.870, -0.143, 0.168], [0.764, 0.709, 0.839], [-0.601, 0.611, 0.181], [0.035, -0.017, 0.261], [0.563, 0.420, 0.596], [0.458, -0.305, 0.011], [-0.581, 0.050, -0.045], [0.288, -0.026, 0.510], [0.291, -0.680, -0.836], [-0.314, 0.194, -1.021], [-0.911, -0.179, 0.368], [-0.229, 0.258, 0.177], [0.356, 0.197, -0.432], [0.344, 0.343, -0.293], [1.440, 1.375, -0.743], [-2.126, -0.251, -0.352], [-0.403, 0.179, -0.066], [1.844, -2.637, 0.945], [-0.419, -0.886, 2.085], [-0.999, 1.603, -1.374], [-1.643, 0.809, 2.396], [1.411, -0.780, -1.795], [4.619, -1.127, -2.016], [-1.894, 2.171, 2.076], [0.084, -0.046, -0.800], [0.297, -0.548, -0.286], [0.724, 0.379, 0.893], [-0.231, -0.055, -0.101], [-0.174, -1.235, -0.340], [0.213, 0.509, 0.034], [-0.267, 0.823, -0.508], [-0.536, -0.108, -0.305], [0.095, -0.473, 0.342], [0.344, -0.098, 0.117], [-0.200, -0.005, -0.122], [-1.608, 0.631, 0.331], [-0.148, 0.053, -0.260], [-0.256, -0.201, 0.528], [0.344, -0.334, 0.135], [-0.080, -0.005, -0.281]]}

# 5
{"formula": "C2H9O5", "method": "the ωB97M-V functional and the def2-TZVPD basis", "homo_lumo_gap_ev": 8.569, "charge": -1, "multiplicity": 1, "e_homo_ev": -4.902, "species": ["O", "C", "O", "C", "H", "H", "H", "H", "H", "O", "H", "H", "O", "H", "H", "O"], "coordinates": [[-0.4450, 1.0893, -0.2310], [-1.3399, 1.0157, 0.6723], [-1.6705, 1.9232, 1.4439], [-2.0444, -0.3566, 0.7786], [-2.1980, -0.5929, -0.2749], [-1.5501, -1.1216, 1.3669], [-3.0028, -0.1691, 1.2694], [0.3448, -0.9631, -0.8550], [0.8514, -0.3993, 0.4753], [0.8452, -1.1935, -0.0670], [0.9645, 3.6877, 0.3871], [0.9260, 2.2291, -0.0263], [1.4460, 3.0566, -0.1544], [1.9260, -2.1371, -1.2102], [2.7188, -3.4016, -1.6001], [2.2280, -2.6668, -1.9746]], "atomic_forces_ev_per_a": [[-0.076, -0.090, 0.164], [0.686, -0.070, 0.303], [-0.182, 0.093, 0.197], [-0.911, 1.183, -0.178], [-0.090, -0.811, 0.209], [0.485, -0.026, -0.326], [-0.082, -0.123, -0.151], [-0.292, 0.637, 0.309], [-0.296, 0.350, -0.439], [0.782, -1.291, 0.020], [-0.097, -0.046, -0.014], [-0.373, 0.305, -0.398], [0.348, -0.069, 0.268], [0.073, -0.073, 0.016], [-0.032, 0.024, 0.071], [0.055, 0.008, -0.051]]}